Entry 1:
Below is C31H30N3O5PPd as an isolated structure, with properties calculated with ωB97M-V with the def2-TZVPD basis set.

Output
- ΔE to the lowest compared entry with this formula, charge and spin: 2.224 eV
- Gap between HOMO and LUMO: 5.7 eV
- Max |F|: 0.01404 Eh/bohr
- Charge: +2
- Energy: -60095.868 eV

Geometry (Å):
1 O 1.78413 -0.72449 -1.53177
2 O 3.38205 -1.91859 -0.55025
3 H 1.05543 -2.58213 -3.18591
4 H 0.99238 -3.17851 0.05259
5 C 4.15282 2.68623 1.32215
6 H 6.02202 1.65220 1.46636
7 H -3.80278 -2.51218 -3.86958
8 P 0.66032 1.51762 -0.23369
9 H -0.88920 1.75270 4.34413
10 H 2.27349 -2.77622 1.20727
11 C -2.68693 -0.46663 1.79362
12 O -3.98962 -0.46687 -2.18954
13 O -2.03061 0.11056 -1.34546
14 C -1.18453 3.02932 -3.52865
15 C -0.29522 2.27425 1.05333
16 H -2.09634 5.02280 1.85733
17 C -0.18843 2.86529 -4.49865
18 H -1.35340 -0.83192 4.26433
19 C 2.79785 -0.87913 -0.68384
20 C -0.68461 -1.85048 1.44950
21 C -2.08271 -1.69550 -2.92499
22 H 0.03881 -4.26087 -4.74983
23 C -0.00920 -2.61753 -3.38268
24 C -2.72840 -2.57505 -3.76403
25 C -0.25853 1.64792 2.30193
26 C 1.29547 -3.24015 1.09065
27 C 1.02885 2.26672 -4.19513
28 C -0.97072 2.59421 -2.24695
29 C 3.23079 0.38025 0.03501
30 H -0.86532 -3.06323 5.08712
31 C 0.43375 -2.83514 3.38781
32 O -0.76362 -1.68737 0.16573
33 H -3.65593 -0.94617 1.93620
34 C -0.58595 -3.53873 -4.24425
35 C -1.58567 3.43292 3.20541
36 H 1.37445 -4.28772 1.37790
37 C -0.95035 3.49830 0.88931
38 C -1.71817 -1.68617 3.68381
39 H -1.75605 2.66688 -1.51084
40 H -2.12976 3.48103 -3.79540
41 H 1.78034 2.13708 -4.96091
42 H -0.37812 3.20046 -5.51055
43 H -2.42638 -4.22791 -5.10370
44 H -0.92895 4.01872 -0.05693
45 H 0.28283 0.71772 2.43362
46 C -2.81047 -0.64956 -2.13396
47 C 2.37996 1.48227 0.23337
48 H -2.55670 -0.22502 0.74813
49 C -0.91363 2.22717 3.37224
50 C 2.83324 2.61933 0.90749
51 H -1.45547 -3.81868 3.61027
52 C 4.53336 0.45101 0.50277
53 H 4.51512 3.57686 1.81669
54 N -0.75870 -1.71899 -2.75190
55 N 0.30836 -2.59143 1.94976
56 N -1.63065 -1.35603 2.25807
57 C 4.99725 1.60308 1.12353
58 H -2.66672 0.45203 2.38461
59 H 2.16609 3.44781 1.11090
60 H 5.17684 -0.40714 0.36304
61 C 0.28531 2.01858 -1.90162
62 C -1.95828 -3.51620 -4.43739
63 H 0.99687 -3.75767 3.51196
64 H -2.77546 -1.80742 3.92022
65 H -2.08750 3.88811 4.04866
66 H 1.01726 -2.03200 3.84943
67 C -0.94161 -2.94205 4.00798
68 H 2.22045 1.38382 -2.65214
69 C -1.59717 4.07058 1.97221
70 Pd -0.14382 -0.34410 -1.24792
71 C 1.27578 1.84116 -2.90797

Force components x, y, z for each atom (eV/Å):
0.11 -0.28 0.16
0.27 0.14 -0.08
-0.01 -0.01 0.01
0.02 0.03 0.00
0.01 0.00 0.02
0.00 -0.01 -0.01
0.01 0.00 0.00
-0.05 -0.02 0.02
0.00 0.00 0.00
-0.08 -0.07 0.05
-0.09 -0.02 -0.04
-0.05 -0.03 -0.03
0.01 -0.01 0.04
0.02 0.00 -0.03
0.09 0.18 -0.14
-0.01 0.00 0.00
-0.03 0.02 -0.02
0.02 -0.03 0.01
-0.34 0.26 -0.05
0.24 0.01 0.03
-0.01 0.03 0.03
0.01 0.00 0.00
0.05 -0.01 -0.05
-0.04 -0.03 -0.03
0.06 -0.01 0.02
0.02 -0.07 0.06
0.01 0.00 0.02
0.03 -0.15 0.03
-0.12 -0.05 -0.09
0.00 0.00 0.00
0.01 0.00 0.00
-0.09 -0.08 0.01
0.00 -0.02 -0.04
0.03 0.02 0.02
0.00 0.00 0.02
-0.05 -0.03 -0.02
-0.02 -0.03 0.07
0.01 -0.04 0.01
-0.04 -0.05 0.00
0.00 0.00 0.00
0.00 0.00 0.00
0.00 0.00 0.00
-0.01 0.00 0.00
0.00 0.03 0.01
0.02 0.00 0.02
0.06 0.10 0.11
-0.10 -0.26 0.03
0.00 0.01 -0.08
0.05 0.03 0.03
0.04 0.02 0.02
-0.01 0.01 -0.01
-0.03 -0.02 -0.01
-0.01 0.00 0.00
0.00 -0.04 0.04
0.03 0.05 -0.04
-0.01 0.10 -0.03
0.01 0.01 0.03
-0.05 -0.09 -0.04
0.00 0.00 -0.02
0.00 0.00 -0.01
0.07 -0.40 -0.06
-0.01 0.01 0.01
0.00 0.00 0.01
0.01 -0.01 0.01
-0.01 0.00 0.00
-0.01 0.00 0.00
0.00 0.02 0.02
0.01 -0.01 0.00
0.00 0.00 -0.03
-0.04 0.72 -0.08
-0.02 0.09 0.08

These are the Mulliken partial charges, in e, on atoms 1 to 8: O -0.506; O -0.606; H 0.627; H 0.184; C -0.755; H 0.455; H 0.553; P 1.986

=====

Entry 2:
Below is C31H31AgIN2P as an isolated structure, with properties calculated with ωB97M-V with the def2-TZVPD basis set.

Output
- ΔE to the lowest compared entry with this formula, charge and spin: 0.000 eV
- Gap between HOMO and LUMO: 7.0 eV
- Max |F|: 0.00386 Eh/bohr
- Energy: -57019.019 eV

Geometry (Å):
1 C -5.65089 1.20764 -0.47264
2 H -2.83107 -3.81622 -1.20370
3 H 2.65380 -2.74179 0.08367
4 H -5.74021 1.13099 -1.55820
5 H 1.90916 1.08065 1.86992
6 H 3.26925 -2.04838 -4.49616
7 N -0.79357 0.88692 2.53735
8 H -2.90316 -4.47492 -3.58472
9 H -1.66959 2.58075 1.00876
10 H 1.40748 3.73575 -3.31528
11 C -0.09660 0.44975 4.79118
12 N -1.21163 3.02727 1.79542
13 H -3.34935 0.21070 1.91506
14 H 4.45596 -1.74174 3.83370
15 H -5.69746 2.26951 -0.21115
16 H 3.35980 0.47888 3.76451
17 H -5.12019 0.25208 2.01393
18 C -0.42484 0.05384 3.51030
19 C -0.85272 2.19219 2.81899
20 C 1.30272 -2.84342 -4.31249
21 C 0.15271 -2.45622 -2.16807
22 H 0.19145 -0.27640 5.53765
23 H 1.28629 -3.29607 -5.29664
24 H -3.15241 2.34290 -0.43464
25 C 3.62023 -2.37643 1.96406
26 H -3.26624 1.21579 -1.74952
27 C 3.37713 1.35698 -1.00351
28 H -0.90616 -4.08929 -5.00021
29 C 2.19392 -0.78952 0.84360
30 C 2.02260 1.12725 -1.23739
31 H 3.13596 -0.82427 -2.37626
32 Ag -1.21802 0.38630 -0.20007
33 C 2.80996 -2.03434 0.88868
34 H -4.20361 1.75207 1.84216
35 C 0.16351 -3.00280 -3.48429
36 H 4.09222 -3.35026 1.99192
37 C -4.32933 0.60623 0.01304
38 C 1.31886 1.99779 -2.06763
39 H 0.10808 2.17982 6.05934
40 C 2.32044 -1.48484 -2.63908
41 C -0.14555 1.81251 5.07256
42 C -2.04182 -3.94380 -3.20305
43 C 2.39564 0.11132 1.89099
44 H -0.37797 -0.99594 3.23812
45 I -0.93241 -2.72999 0.74788
46 C 1.96397 3.06679 -2.67166
47 H -0.56432 3.76183 4.27350
48 C 1.23517 -1.57652 -1.80350
49 C 3.31384 3.28674 -2.43692
50 H 0.25798 1.83886 -2.22869
51 H 3.93285 0.69706 -0.34867
52 P 1.09132 -0.26671 -0.50565
53 C -3.12258 1.26567 -0.66416
54 H -1.53705 3.94677 2.03591
55 C 2.38738 -2.15141 -3.87801
56 H 3.81439 4.12769 -2.89949
57 C -0.94894 -3.72161 -3.98241
58 C 3.82418 -1.47384 2.99651
59 H -6.51690 0.71278 -0.02251
60 C -0.51992 2.69652 4.08715
61 H 5.06939 2.60547 -1.40623
62 C -0.94647 -2.85315 -1.34827
63 C -2.01447 -3.54052 -1.85643
64 C 4.01796 2.43364 -1.59862
65 C 3.21137 -0.22738 2.95769
66 C -4.24692 0.70136 1.53340
67 H -4.33457 -0.45924 -0.25101

Force components x, y, z for each atom (eV/Å):
0.01 -0.01 0.01
0.00 0.00 0.00
0.01 0.00 0.00
0.00 0.00 0.00
0.01 -0.02 0.00
0.00 0.00 0.00
0.04 0.05 0.09
0.00 0.00 0.00
-0.03 0.02 -0.01
0.00 0.00 0.00
-0.01 -0.03 -0.01
0.04 -0.03 -0.01
0.00 0.00 -0.01
0.00 0.00 0.00
0.00 0.00 0.00
0.00 0.00 0.00
0.00 0.00 0.01
0.02 -0.02 0.03
-0.02 -0.04 -0.04
-0.01 -0.01 -0.01
0.05 0.04 -0.01
0.00 -0.01 -0.01
0.01 0.00 0.00
-0.01 0.00 0.00
-0.01 0.00 -0.01
0.04 0.00 -0.01
-0.02 0.00 0.00
-0.01 0.00 0.00
-0.04 0.06 0.08
0.03 -0.02 -0.01
0.00 0.01 0.00
-0.02 0.14 -0.01
0.01 -0.01 -0.02
0.00 0.00 0.00
0.01 0.01 0.03
0.00 0.00 0.00
-0.01 0.00 0.00
0.02 0.01 0.00
0.00 0.00 0.00
-0.01 0.00 0.01
0.00 0.04 -0.01
0.01 0.00 -0.01
0.01 -0.02 -0.01
-0.01 0.01 -0.01
0.01 0.04 -0.03
-0.02 -0.01 0.01
0.00 0.00 0.00
0.01 0.02 -0.05
0.00 0.00 0.00
-0.01 0.00 0.00
0.01 0.01 -0.01
-0.04 -0.18 -0.06
-0.04 -0.06 -0.03
-0.01 0.00 0.00
0.01 0.00 0.01
0.00 0.00 0.00
0.00 0.00 0.00
-0.01 0.00 0.01
0.00 0.00 0.00
0.00 0.00 0.04
0.00 0.00 0.00
-0.01 -0.02 0.05
-0.01 0.00 0.00
0.01 0.01 -0.01
0.00 0.01 0.00
-0.01 0.01 0.01
0.00 0.00 -0.01

These are the Mulliken partial charges, in e, on atoms 1 to 8: C -1.627; H 0.394; H 0.311; H 0.392; H 0.511; H 0.398; N 0.436; H 0.387

=====

Entry 3:
Below is C31H31BF3FeNO3 as an isolated structure, with properties calculated with ωB97M-V with the def2-TZVPD basis set.

Output
- Spin multiplicity: 5
- Gap between HOMO and LUMO (spin up / spin down): 5.3 / 4.9 eV
- Max |F|: 0.07938 Eh/bohr
- Energy: -83496.394 eV

Geometry (Å):
1 H -2.90179 -2.22269 2.33071
2 C 0.25210 3.34062 -1.94061
3 H -1.74271 4.02693 -2.36841
4 C 5.64043 -0.99688 3.27483
5 H 2.19339 5.98817 -1.93707
6 C 0.47602 1.00150 -1.43554
7 C -1.66420 1.88062 -2.19651
8 C -5.61187 0.28872 -2.78201
9 B 0.19435 -2.87729 -1.53501
10 C 5.35418 -1.61005 2.00037
11 H 6.60150 -0.55403 3.56642
12 H 3.62066 0.36778 -0.21109
13 C -2.22395 -1.37234 2.36961
14 C -2.30897 -1.24725 -2.27470
15 Fe 3.94464 -0.33347 2.47898
16 H 2.62101 -2.43784 3.82070
17 C 0.07331 -1.23866 -1.48105
18 H -4.47261 -2.58481 -1.26536
19 H 2.68449 4.40087 -2.68696
20 O -2.40482 -2.42903 -2.40686
21 C 4.06380 -2.25341 2.09604
22 C 1.08415 2.25160 -1.57045
23 H -2.00496 1.72553 3.67143
24 H -5.57092 0.94170 -1.89472
25 C 0.98550 -0.29951 -0.97686
26 H -3.58298 -0.19603 3.60530
27 C -4.77290 -1.79628 -3.84050
28 H 4.47642 -1.01117 5.21680
29 F 1.50375 -3.11939 -1.07439
30 H 1.43026 -1.41484 0.70442
31 H 1.75719 0.92068 3.72005
32 C 3.50761 0.62731 0.81586
33 C -5.12701 -1.71691 -1.38149
34 H -6.65932 -0.02585 -2.92267
35 C 2.46476 0.92119 2.90184
36 H 2.15591 2.38538 -1.37418
37 C -2.61279 -0.23173 3.08642
38 H -2.69675 1.71580 -2.41478
39 C -0.50771 0.78880 2.41962
40 C -0.14228 -0.31474 1.62165
41 C 3.55623 -2.02734 3.42522
42 C -0.98714 -1.44459 1.73313
43 C 2.11207 4.89089 -1.86386
44 H -4.47678 -1.22226 -4.72607
45 H 5.28686 1.86959 1.29461
46 C 2.28141 0.37599 1.53510
47 H 4.15069 2.20563 3.72365
48 C -0.84037 0.81759 -1.88218
49 O 0.66796 4.64045 -2.01498
50 H -5.07703 -1.08951 -0.48328
51 H 6.03887 -1.68910 1.14835
52 H -5.79237 -2.16560 -4.00017
53 C 1.13659 -0.32882 0.81602
54 H 2.47216 4.53396 -0.86918
55 H -6.15710 -2.07112 -1.50054
56 C -1.72534 0.84258 3.10383
57 H -0.70363 -2.39118 1.26119
58 F 0.00425 -3.35383 -2.82325
59 O -3.34894 -0.38539 -2.41450
60 C 4.38222 1.42487 1.63701
61 C -4.71540 -0.93519 -2.60530
62 H -5.31563 0.87180 -3.67003
63 H 3.58566 -2.85364 1.31410
64 H 2.08756 -0.49360 -1.05320
65 F -0.78621 -3.25132 -0.57735
66 C 3.75358 1.60511 2.92726
67 C -1.12892 3.15785 -2.16521
68 H 0.13326 1.65418 2.50706
69 H -4.11036 -2.65338 -3.71007
70 C 4.52621 -1.25289 4.14910
71 N -1.08724 -0.57072 -1.94629

Force components x, y, z for each atom (eV/Å):
0.26 0.01 0.05
1.55 0.82 0.66
0.07 -0.06 0.00
1.54 -2.39 1.01
0.05 -0.63 0.06
1.97 0.87 -0.07
-0.35 2.10 -0.14
0.10 0.42 0.03
0.06 1.25 0.24
0.95 -0.75 0.79
-0.71 0.05 -0.22
0.50 -0.20 -0.37
-0.16 0.22 0.50
-0.92 -0.11 -0.16
-0.76 0.76 0.23
0.42 0.44 -0.18
-0.49 -2.11 -0.98
-0.17 0.11 0.14
-0.52 0.33 0.61
0.48 0.64 0.19
0.11 -1.49 0.60
-0.24 -0.03 0.05
0.24 0.00 -0.06
0.01 -0.21 -0.29
2.63 2.24 2.17
0.58 0.04 -0.30
0.18 -0.37 -0.48
-0.10 0.19 -0.68
0.05 -0.50 0.16
-0.31 0.86 0.57
0.17 -0.24 -0.16
-1.37 1.63 0.79
0.13 -0.22 0.44
0.45 0.02 0.07
-0.25 0.38 -2.02
-0.66 -0.11 0.04
0.20 -0.24 -0.52
-0.31 0.01 -0.14
-0.61 0.14 -0.48
-0.48 0.08 0.82
0.41 -1.83 0.12
0.16 0.09 -0.73
-0.38 -0.05 0.04
0.01 -0.13 0.11
0.63 -0.02 0.04
-0.53 2.28 -1.28
0.05 -0.16 0.29
-1.36 -2.93 -0.25
0.73 -1.55 0.06
0.02 -0.14 -0.13
-0.48 0.31 0.38
0.13 0.16 0.10
-0.13 -2.55 1.14
-0.34 0.30 -0.76
0.17 0.09 -0.01
-0.16 -0.27 0.18
-0.11 0.55 0.05
0.14 -0.41 0.29
0.50 0.20 0.16
-1.64 1.37 0.07
-0.34 0.26 -0.10
-0.06 -0.20 0.32
0.19 0.45 0.32
-1.17 0.07 -0.79
0.43 -1.08 -0.28
-0.28 0.42 -1.87
-0.98 -1.19 -0.38
0.03 0.04 -0.30
-0.21 0.11 -0.28
1.12 -0.83 0.29
-0.83 2.69 0.23

These are the Mulliken partial charges, in e, on atoms 1 to 8: H 0.463; C 0.903; H 0.498; C -0.705; H 0.245; C -0.578; C -0.457; C -1.813